ORCA calculation (ωB97M-V/def2-TZVPD) on a 2-piece molecular cluster, C3H7Br overall in a non-equilibrium geometry.

```
11
Properties=species:S:1:pos:R:3:forces:R:3:nbo_charge:R:1
Br -3.2961 -0.0703 -0.0698 1.1 0.0 0.2 -0.52
C 0.0277 0.0009 0.4898 -1.3 -0.1 -0.4 0.22
C 0.2231 1.2815 -0.1891 -0.1 0.2 0.0 -0.72
C 0.5663 -1.2511 -0.0398 0.2 0.0 -0.1 -0.73
H -0.2573 -1.9096 -0.3281 -0.1 0.0 0.0 0.30
H -0.4272 2.0565 0.2067 0.0 0.0 0.0 0.26
H 1.2640 1.6040 -0.0631 0.2 0.0 0.0 0.25
H 0.0673 1.1808 -1.2644 0.0 0.0 0.0 0.26
H 1.1987 -1.0833 -0.9093 0.0 0.0 0.0 0.23
H 1.1200 -1.7902 0.7295 0.1 -0.1 0.1 0.25
H -0.4865 -0.0192 1.4376 0.0 0.0 0.2 0.22
```
Forces are in eV/Å.

F_max	1.385	eV/A
energy	-2692.42911	hartree
E_LUMO (alpha / beta)	-1.2499 / -2.6951	eV


ORCA calculation (ωB97M-V/def2-TZVPD) on C38H29Cl2FeO7PS as an isolated structure.

```
79
Properties=species:S:1:pos:R:3:forces:R:3:lowdin_spin:R:1
Fe -2.2107 0.4264 -0.2659 0.1 -0.1 -0.1 4.27
Cl -6.7781 2.3196 0.0507 0.0 0.0 0.0 0.00
Cl -4.8752 -3.3990 5.5114 0.0 0.0 0.0 0.00
S -1.6588 -1.5828 -2.9178 -0.1 0.0 -0.1 0.01
P 0.8801 -0.4950 0.6060 -0.1 0.1 0.0 0.01
O -1.6714 -0.8555 -1.6096 0.1 0.1 0.1 0.11
O -1.5397 -3.0037 -2.7124 0.0 0.0 0.0 0.01
O -2.7160 -1.1215 -3.7780 0.0 0.0 -0.1 0.00
O -3.9878 -1.0460 -0.2530 0.0 -0.1 0.0 0.04
O -1.9808 -0.2710 1.4871 -0.1 0.0 0.1 0.13
O -3.4178 2.3321 1.2731 0.0 0.0 0.0 0.02
O -3.7934 1.5413 -0.7683 0.2 -0.1 -0.1 0.11
C 4.6486 -2.2231 0.2927 0.0 0.0 0.0 0.00
C -4.3330 -1.7648 0.6648 -0.1 0.0 0.0 0.00
C 0.9384 3.6049 0.0288 0.0 0.0 0.0 0.01
C 0.3022 4.5744 -0.7859 0.0 0.0 0.0 0.00
C 5.0464 -1.7918 -0.9618 0.0 0.0 0.0 0.00
C 1.2031 -0.9728 4.7286 0.0 0.0 0.0 0.00
C 3.4466 0.3093 -5.6105 0.0 0.0 0.0 0.00
C 2.4277 1.6857 1.3593 0.0 0.0 0.0 0.00
C -2.9735 -1.6453 4.6595 0.0 0.0 0.0 0.00
C 2.1172 3.9614 0.7232 0.0 0.0 0.0 0.00
C 1.2811 0.7508 -4.3990 0.0 0.0 0.0 0.00
C 1.2210 -0.3741 3.4740 0.0 0.0 0.0 0.00
C -0.7827 1.9354 -0.6209 0.1 0.4 0.3 0.14
C -5.2414 3.2410 0.0358 0.0 0.0 0.0 0.00
C 0.9031 -1.1054 2.3345 -0.1 -0.1 0.0 0.00
C -4.4670 -2.4918 2.9890 0.0 0.0 0.0 0.00
C -2.3094 -0.9046 3.7153 0.0 0.0 0.0 0.01
C 0.5402 -2.4462 2.4865 0.0 0.0 0.0 0.00
C -0.7576 4.2163 -1.5572 0.0 0.0 0.1 0.00
C 3.4102 -1.8486 0.8030 0.0 0.0 0.0 0.00
C 0.1144 0.3226 -3.7876 0.0 0.0 0.0 0.00
C 0.5321 -3.0490 3.7345 0.0 0.0 0.0 0.00
C 0.4330 2.2731 0.0836 0.1 -0.3 -0.2 0.03
C 2.5506 -1.0444 0.0615 0.0 0.0 0.0 0.00
C 1.9486 -1.5205 -4.7397 0.0 0.0 0.0 0.00
C 2.9520 -0.6328 -1.2105 0.0 0.0 0.0 0.00
C -4.0546 -2.4514 4.2928 0.0 0.0 0.0 0.01
C 4.1913 -0.9918 -1.7119 0.0 0.0 0.0 0.00
C 0.7893 -1.9618 -4.1143 0.0 0.0 0.0 0.00
C -1.2879 2.9119 -1.4505 -0.3 -0.2 -0.1 0.03
C 2.2065 -0.1632 -4.8977 0.0 0.0 0.0 0.00
C -4.0567 2.3071 0.2266 0.0 0.0 0.1 0.01
C 0.8681 -2.3123 4.8627 0.0 0.0 0.0 0.00
C 2.8518 3.0248 1.3888 0.0 0.0 0.0 0.00
C -0.1319 -1.0371 -3.6510 0.0 0.0 0.0 0.00
C -3.8064 -1.7306 2.0143 0.0 0.0 0.1 0.01
C 1.2546 1.3044 0.7522 0.0 0.0 0.1 0.00
C -2.6884 -0.9348 2.3554 0.1 0.1 -0.1 0.01
H 1.4752 1.8141 -4.4902 0.0 0.0 0.0 0.00
H 5.3045 -2.8487 0.8863 0.0 0.0 0.0 0.00
H 1.4478 -0.3840 5.6047 0.0 0.0 0.0 0.00
H 0.5895 -3.0155 -3.9767 0.0 0.0 0.0 0.00
H 2.2871 -0.0207 -1.8117 0.0 0.0 0.0 0.00
H 0.8541 -2.7766 5.8410 0.0 0.0 0.0 0.00
H 4.2908 -0.3546 -5.4229 0.0 0.0 0.0 0.00
H 3.0689 0.9260 1.7916 0.0 0.0 0.0 0.00
H 6.0135 -2.0779 -1.3566 0.0 0.0 0.0 0.00
H 3.1218 -2.1815 1.7930 0.0 0.0 0.0 0.00
H 3.2877 0.3350 -6.6913 0.0 0.0 0.0 0.00
H 3.7251 1.3148 -5.2934 0.0 0.0 0.0 0.00
H -5.2806 3.9562 0.8496 0.0 0.0 0.0 0.00
H -1.4644 -0.2904 3.9865 0.0 0.0 0.0 0.00
H 2.4460 4.9940 0.6784 0.0 0.0 0.0 0.00
H -2.1838 2.6991 -2.0265 0.0 0.0 0.0 0.00
H 0.2442 -4.0887 3.8288 0.0 0.0 0.0 0.00
H 0.6993 5.5834 -0.8035 0.0 0.0 0.0 0.00
H -2.6580 -1.6159 5.6947 0.0 0.0 0.0 0.00
H 4.4854 -0.6533 -2.6965 0.0 0.0 -0.1 0.00
H -5.3121 -3.1051 2.6994 0.0 0.0 0.0 0.00
H -5.1374 -2.5009 0.4856 0.0 0.0 0.0 0.00
H -5.1788 3.7401 -0.9273 0.0 0.0 0.0 0.00
H -0.5977 1.0411 -3.4053 0.0 0.0 0.0 0.00
H 3.7743 3.2920 1.8893 0.0 0.0 0.0 0.00
H -1.2290 4.9347 -2.2176 0.0 0.0 0.0 0.00
H 0.2497 -3.0164 1.6090 0.0 0.0 0.0 0.00
H 1.4696 0.6760 3.3897 0.0 0.0 0.0 0.00
H 2.6695 -2.2462 -5.1004 0.0 0.0 0.0 0.00
```
Forces are in eV/Å.

F_max	0.503	eV/A
energy	-4915.94080	hartree
expectation value of S²	8.76
2S+1	6
E_LUMO (alpha / beta)	2.4864 / 2.0747	eV
net charge	-1


ORCA calculation (ωB97M-V/def2-TZVPD) on C37H35BiO3P2S as an isolated structure in a non-equilibrium geometry.

```
79
Properties=species:S:1:pos:R:3:forces:R:3:mulliken_charge:R:1
Bi -0.9140 1.2762 -0.2269 0.4 2.0 0.4 1.68
S 0.5567 3.6266 1.0108 0.3 0.1 -0.2 1.21
P -1.3974 -0.4735 1.6738 -0.1 -1.4 2.1 1.16
P 1.0465 0.7105 -1.9368 1.5 -0.2 -2.2 1.70
O 1.6421 4.2365 0.2681 -1.4 -0.8 0.8 -0.56
O 0.7541 2.0836 1.2269 -1.2 0.6 -1.2 -0.38
O -0.8311 3.7262 0.4085 1.6 -0.5 0.6 -0.75
C 2.4026 -1.6629 -1.5111 0.3 0.4 -0.2 -0.66
C -4.6160 -2.9901 1.7314 0.1 0.2 -0.2 -0.63
C 1.2799 -1.0708 -2.1191 -0.4 -0.7 0.7 0.68
C 3.3476 1.5206 -3.2712 -0.1 -0.3 -0.4 -0.56
C 3.3707 1.9283 -0.9070 0.1 -0.3 0.0 0.01
C 0.2148 -1.8949 -2.5350 0.2 0.0 0.4 -1.34
C -1.7331 0.2421 3.3015 0.5 1.0 0.1 0.73
C 4.6893 2.3724 -1.0034 0.0 0.0 -0.4 -0.82
C -1.4141 1.9445 -5.6026 0.2 -0.1 0.1 -0.62
C 0.2369 0.4626 -4.6104 -0.5 0.2 0.2 -0.27
C 1.2407 -1.0630 2.2026 -0.1 -0.2 -0.3 -0.06
C -1.4561 0.2833 5.6998 -0.1 -0.1 0.2 -0.64
C 2.7021 1.4320 -2.0319 0.7 0.8 0.9 0.46
C -4.7143 -1.7719 -0.3611 0.0 0.6 -0.3 -0.64
C 0.3068 1.3122 -3.4943 -0.9 -0.2 0.2 0.08
C 1.4822 -3.8650 -1.9067 -0.1 0.4 0.5 -0.63
C -2.1773 1.4744 5.7932 0.2 -0.3 -0.4 -0.57
C -5.1918 -2.7899 0.4686 0.4 0.0 0.2 -0.60
C -3.5291 -2.2082 2.1417 0.0 0.1 -0.3 -0.70
C -1.2327 -0.3407 4.4706 0.0 0.0 0.1 -0.38
C 1.0039 -3.8350 2.0405 0.0 -0.1 0.0 -0.74
C -2.9848 -1.2583 1.2581 -0.6 0.2 -0.4 0.67
C -0.3812 2.5450 -3.5062 -0.1 -0.7 0.5 -0.46
C 2.3749 -1.8844 2.3388 -0.4 0.6 -0.2 -0.73
C -0.6473 0.7783 -5.6440 0.3 0.0 -0.1 -0.82
C -0.1494 -3.0477 1.9560 0.1 0.3 -0.1 -0.60
C -2.6583 2.0541 4.6213 0.0 0.3 -0.2 -0.74
C 0.2952 -3.2716 -2.3486 0.1 -0.2 -0.3 -0.83
C 2.2684 -3.2734 2.2171 -0.2 0.5 0.0 -0.55
C 5.3532 2.4060 -2.2344 -0.7 -0.1 0.2 -0.61
C 4.6521 2.0073 -3.3712 -0.1 -0.2 -0.1 -0.60
C -1.2410 2.8463 -4.5551 0.0 0.3 0.0 -0.74
C -3.6589 -0.9520 0.0496 0.4 -0.7 0.2 -0.05
C 2.5312 -3.0469 -1.4686 0.0 -0.4 0.0 -0.72
C 0.5357 4.2411 2.6850 0.3 0.5 0.0 -0.85
C -0.0369 -1.6583 2.0341 0.7 0.4 -1.0 0.53
C -2.4090 1.4692 3.3809 0.2 -0.1 0.3 -0.69
H -1.7945 3.7855 -4.5279 0.1 -0.3 -0.1 0.45
H 0.3592 5.3358 2.6322 0.0 -0.7 0.0 0.42
H -1.3744 -1.0834 -0.8757 -0.1 -1.8 0.1 -0.86
H 3.4302 -3.5127 -1.0455 -0.4 0.3 -0.2 0.46
H -1.5282 -1.8479 -0.7553 0.5 1.5 -0.2 0.35
H 5.1298 2.0595 -4.3502 -0.2 -0.1 0.3 0.43
H -0.3202 3.2168 -2.6433 0.1 0.0 -0.3 0.55
H 2.8430 1.9614 0.0376 0.2 -0.1 0.0 0.37
H 0.9229 -4.9112 1.9572 -0.1 0.0 0.0 0.45
H 3.1909 -1.0215 -1.0911 -0.3 -0.4 -0.3 0.43
H -1.0549 -0.1608 6.6098 -0.1 0.0 -0.3 0.42
H -3.1101 -2.3125 3.1477 -0.1 -0.2 -0.4 0.48
H -5.9968 -3.4333 0.1137 0.2 0.2 0.2 0.42
H 1.5412 -4.9528 -1.8003 0.0 0.4 -0.1 0.43
H 3.1855 -3.8774 2.2207 -0.6 0.1 0.1 0.47
H -0.7227 -1.4457 -2.8703 0.4 -0.2 -0.2 0.97
H 6.3814 2.7537 -2.3207 -0.3 -0.1 0.1 0.41
H 0.8153 -0.4620 -4.6345 -0.3 0.3 -0.1 0.55
H 3.3438 -1.4087 2.4952 -0.2 -0.2 -0.1 0.45
H -0.5795 -3.9074 -2.5058 0.3 0.3 -0.3 0.46
H -2.3196 1.9718 6.7540 0.0 -0.2 -0.3 0.43
H -2.6635 1.9979 2.4659 -0.3 0.0 0.1 0.42
H -0.7344 0.0896 -6.4837 0.0 0.2 0.2 0.43
H -0.2539 3.7106 3.2229 0.1 0.2 -0.1 0.17
H -5.1390 -1.6073 -1.3643 0.0 -0.1 0.7 0.42
H -0.6424 -1.2578 4.4312 -0.2 0.3 0.0 0.46
H -1.1347 -3.4800 1.7886 0.3 -0.2 0.1 0.46
H -2.1556 2.1451 -6.3749 0.3 0.0 0.1 0.43
H 5.2090 2.6990 -0.1210 0.0 0.1 0.2 0.46
H -3.1906 2.9996 4.6798 0.1 -0.1 -0.1 0.45
H 1.5250 4.0590 3.1625 -0.7 0.0 -0.6 0.34
H 2.8365 1.1851 -4.1721 0.2 0.1 0.1 0.37
H -3.2634 -0.1695 -0.6324 -0.6 -0.7 0.5 0.09
H -4.9820 -3.7802 2.3858 0.0 0.3 -0.1 0.42
H 1.3332 0.0409 2.1308 0.1 -0.8 0.4 0.18
```
Forces are in eV/Å.

F_max	2.663	eV/A
energy	-2951.56238	hartree
E_LUMO	-7.1893	eV
net charge	+2


ORCA calculation (ωB97M-V/def2-TZVPD) on a 2-piece molecular cluster, C18H23ClN3O4 overall in a non-equilibrium geometry.

```
49
Properties=species:S:1:pos:R:3:forces:R:3:nbo_charge:R:1
Cl -3.0895 0.9843 -2.4285 -0.4 -1.1 -0.4 -0.07
O -5.2561 -0.6005 0.5736 -0.6 -0.9 -5.3 -0.51
O -0.4358 -3.2310 -0.1816 0.2 1.7 -4.2 -0.60
O -5.4317 0.1617 -1.7075 1.5 -1.8 1.1 -0.50
O -5.2254 -2.0531 -1.3792 0.7 1.9 1.8 -0.52
N 0.3422 1.2551 2.0820 0.2 0.1 0.2 -0.28
N 1.0803 -2.9151 -1.9299 -0.9 2.3 0.6 -0.65
N 1.5229 1.6661 3.8439 0.0 -0.3 -0.4 -0.28
C -0.0942 0.6424 0.8305 0.0 -0.2 -0.3 -0.43
C 1.3250 -0.9140 -3.6973 2.2 1.4 1.7 -0.25
C -0.3234 2.2369 2.7861 0.3 -0.4 0.0 -0.02
C 2.5842 1.5506 4.8525 0.3 -0.1 0.4 -0.21
C -4.1032 -1.8209 -2.3142 -0.8 0.5 1.6 0.05
C -1.4088 -1.9711 -2.1707 0.7 -0.9 0.5 -0.53
C 0.4121 2.4856 3.9031 0.3 -0.2 -0.1 -0.05
C -4.4066 -0.2732 -2.6367 -0.6 -0.2 -0.8 0.07
C -2.8204 -2.2311 -1.4542 1.0 -0.9 -0.8 -0.44
C 3.3847 0.3411 -1.7954 -2.2 -1.6 -1.8 -0.22
C 2.0161 0.4333 -4.1283 1.0 -2.0 3.9 -0.19
C 1.4598 0.9266 2.7326 -0.5 0.5 0.2 0.25
C 1.6765 -1.6309 -2.3505 1.9 3.2 -0.9 0.14
C 2.7222 -0.9938 -1.3580 -1.1 2.2 -4.0 -0.29
C -0.2582 -2.7556 -1.3454 -0.1 -1.0 2.6 0.71
C 3.0564 1.0361 -3.1524 -1.7 -2.8 0.9 -0.23
C -5.3144 -0.8050 -0.6450 0.0 -0.2 1.1 0.98
C 3.1536 2.8942 5.2699 -0.2 0.3 -0.1 -0.62
H -0.2500 -0.4253 0.9965 0.0 0.1 -0.1 0.24
H -1.4213 -2.4049 -3.2288 0.1 0.8 1.4 0.24
H -4.7694 -0.3010 -3.7182 0.4 0.9 1.6 0.23
H 3.5890 2.0163 -3.3921 -0.9 -1.6 0.3 0.24
H 1.6838 -3.2741 -1.1686 -0.7 0.0 -0.6 0.40
H -2.7731 -1.7733 -0.4100 -0.6 -0.4 -1.5 0.24
H -1.2492 2.6298 2.4040 0.0 0.1 0.2 0.26
H -2.8935 -3.3747 -1.2915 0.0 1.9 -0.2 0.26
H 0.6779 0.7905 0.0734 -0.1 0.0 0.0 0.24
H 2.9664 -1.4995 -0.3642 -0.3 0.8 -1.6 0.23
H 3.5141 3.4529 4.4029 0.0 -0.1 0.1 0.22
H 0.2817 3.1499 4.7394 -0.2 0.1 -0.1 0.26
H -1.0262 1.0964 0.4935 0.1 0.0 0.2 0.24
H 2.1689 1.0233 5.7149 0.0 0.0 -0.1 0.23
H 2.1793 0.1824 2.4208 -0.1 0.1 0.1 0.25
H 1.7773 0.9405 -5.1310 0.4 -1.0 1.8 0.25
H 4.1374 0.8267 -1.0922 -1.1 -0.7 -1.2 0.23
H 2.4006 3.5048 5.7738 0.1 0.0 0.0 0.22
H 0.5471 -1.3638 -4.4104 1.4 0.6 1.3 0.24
H 3.9857 2.7533 5.9624 -0.1 -0.1 -0.1 0.25
H -4.4029 -2.4287 -3.2298 1.1 0.6 1.2 0.23
H -1.0748 -0.8722 -2.1794 -0.7 -1.6 -0.2 0.26
H 3.3830 0.9321 4.4350 -0.3 0.0 -0.1 0.22
```
Forces are in eV/Å.

F_max	5.420	eV/A
energy	-1624.70972	hartree
E_LUMO	-2.7550	eV
net charge	+1


ORCA calculation (ωB97M-V/def2-TZVPD) on C35H61Br2ClN7S as an isolated structure in a non-equilibrium geometry.

```
107
Properties=species:S:1:pos:R:3:forces:R:3:mulliken_charge:R:1
Br -1.3399 -1.1675 3.2714 0.6 -0.3 -0.4 -0.04
Br 3.2634 -1.4706 3.4234 -0.5 0.0 0.0 -0.09
Cl 0.3659 1.4537 -0.8062 0.2 -0.3 0.4 -0.17
S 6.2695 -1.0702 -0.1456 1.3 -2.5 1.4 -0.01
N -4.3320 5.1917 1.3547 -0.1 0.0 0.0 -0.55
N -4.0267 1.8343 -1.3581 0.3 0.0 0.1 -0.47
N -3.9466 -5.7624 -4.5762 0.1 0.1 0.1 -0.44
N 6.0940 1.1564 -0.5716 -0.7 2.7 -1.3 -0.30
N -9.5310 -2.1780 -2.1745 0.1 -0.1 0.0 -0.43
N 8.6880 -0.4804 1.9835 -0.1 0.1 0.1 -0.44
N 0.8698 -1.9520 1.4863 -0.8 0.5 0.5 0.24
C 3.5709 -0.6225 -0.2740 -0.2 -0.9 0.3 -0.67
C -2.6531 3.2379 1.8006 -0.2 -0.1 0.0 0.32
C -9.5702 0.4114 -2.5450 0.3 -0.1 -0.2 -0.49
C 9.5602 -3.0212 4.5617 0.0 0.0 0.0 -1.10
C 0.4954 -1.4838 2.8335 -0.1 0.0 0.7 -0.38
C 2.1324 -1.1322 -0.5493 0.3 0.0 0.2 -1.02
C -0.1254 -2.8923 0.8577 -0.5 -0.6 -0.9 -0.77
C 6.2456 2.2951 -0.6191 -0.1 0.3 0.2 0.20
C 9.4516 -1.3296 2.0962 0.3 -0.1 -0.1 0.25
C 1.0676 -0.7107 5.1642 1.0 -0.4 -0.2 -1.43
C 6.4390 3.7504 -0.6610 0.3 -0.1 -0.1 -0.52
C -0.0724 -0.0052 0.1405 -0.9 -1.0 -0.6 -0.26
C 1.1829 -0.7529 0.6249 0.9 1.8 -1.4 0.04
C -4.4267 4.3604 -1.9213 0.2 -0.1 -0.3 -0.26
C -0.8920 -0.9744 -0.7434 -0.3 0.4 0.9 -0.77
C 8.8634 3.5445 0.0931 0.0 0.0 0.0 -1.07
C 10.4237 -2.4224 2.2404 -0.3 -0.1 0.1 -0.38
C -3.2980 2.1636 2.6831 -0.2 0.0 0.2 0.39
C 1.4007 -1.2287 3.7766 0.0 0.0 0.3 0.63
C 7.9046 4.0861 -0.9623 0.3 0.0 0.1 -0.44
C -7.1149 0.6128 -1.8880 -0.1 0.0 -0.1 -0.64
C -3.7211 2.6868 4.0515 0.0 -0.1 0.0 -1.36
C -1.9416 4.8179 -1.8107 0.1 0.0 0.0 -0.79
C 9.8675 -3.5200 3.1541 -0.1 -0.1 0.3 -0.41
C -3.2073 4.9414 -2.6471 0.2 0.1 0.0 -0.57
C -9.5482 -1.0432 -2.3410 -0.3 0.3 0.0 0.30
C -5.0920 -5.7283 -4.6345 -0.3 -0.2 -0.1 0.26
C -3.5931 4.3364 1.5506 0.3 -0.1 0.0 0.04
C -7.0684 -4.3339 -4.1607 -0.1 0.1 0.2 -0.39
C 4.6559 -1.5333 -0.8978 -0.1 0.8 0.9 -0.77
C -6.5596 -5.6712 -4.7098 0.1 0.3 0.0 -0.47
C -6.6904 -4.1158 -2.7026 0.1 0.1 0.1 -0.88
C -8.1748 0.9049 -2.9441 0.2 0.0 0.1 -0.45
C -4.2023 2.9386 -1.6213 -0.3 0.3 0.2 0.35
C -1.2774 -2.2060 0.1114 -0.1 -0.2 -0.8 -0.52
H -2.5835 1.3487 2.8140 0.0 0.1 -0.1 -0.50
H 0.9618 0.3780 5.1180 -0.3 -0.2 0.1 0.31
H -6.8618 -5.7939 -5.7502 0.1 -0.1 0.0 0.31
H -1.7602 3.6427 2.2812 0.0 0.1 0.0 0.47
H 8.1807 3.6818 -1.9381 -0.1 0.0 0.0 0.30
H -1.6723 -2.9572 -0.5880 0.1 0.0 0.3 0.40
H -2.3570 2.8102 0.8403 0.0 0.1 0.0 -0.25
H 8.7882 -2.2498 4.5532 0.1 0.0 0.0 0.32
H 0.4387 -3.4974 0.1369 0.1 0.3 0.2 0.50
H 3.6792 0.4236 -0.5781 -0.1 -0.3 -0.1 0.31
H 9.1962 -3.8392 5.1839 0.0 0.0 0.0 0.32
H 8.9579 -3.9361 2.7156 0.1 0.0 -0.1 0.27
H 10.5950 -4.3313 3.2129 0.0 0.0 -0.1 0.31
H 10.4526 -2.6077 5.0354 0.0 0.0 0.0 0.30
H -1.7055 3.7671 -1.6315 0.0 0.0 0.1 0.07
H -10.2925 0.6490 -3.3265 -0.1 -0.1 0.1 0.30
H -4.6025 4.8864 -0.9826 0.0 -0.1 0.0 0.17
H 9.8881 3.8303 -0.1436 0.0 0.0 0.0 0.32
H -5.6063 -4.0795 -2.5730 0.0 -0.1 0.0 0.35
H 2.1092 -2.2262 -0.6809 0.2 0.2 0.0 0.35
H -2.0491 5.3229 -0.8481 0.0 0.0 0.0 0.25
H -3.0547 4.4276 -3.5985 -0.1 0.0 0.0 0.31
H -3.3986 5.9897 -2.8801 -0.1 0.0 0.0 0.36
H 6.1398 4.1737 0.2996 0.0 -0.1 0.0 0.28
H 1.7538 -0.0520 1.2459 -0.2 -0.4 0.2 0.74
H -8.1548 -4.2997 -4.2572 0.0 -0.1 -0.1 0.29
H -7.0859 -4.9133 -2.0706 0.0 0.0 0.0 0.30
H 11.3499 -2.0166 2.6499 0.0 0.0 0.0 0.31
H -0.3300 -1.2120 -1.6505 -0.1 -0.1 0.2 0.31
H 1.7517 -2.4712 1.5820 0.0 0.2 0.2 0.52
H 4.4555 -2.5646 -0.5976 0.0 0.1 -0.5 0.47
H -0.7088 0.3651 0.9499 0.3 -0.1 0.0 0.03
H -1.8355 -0.4949 -1.0309 0.3 0.0 -0.1 0.42
H -7.0944 -3.1704 -2.3440 -0.1 -0.1 0.0 0.06
H -6.1494 1.0015 -2.1992 0.0 0.0 0.0 0.06
H -2.8692 3.1019 4.5945 0.0 0.0 0.0 0.32
H -6.9969 -0.4609 -1.7299 -0.1 0.0 0.0 0.15
H 0.2104 -1.2241 5.6011 -0.1 0.3 -0.2 0.45
H 1.9243 -0.9276 5.8125 -0.2 0.1 -0.1 0.41
H 6.6410 -2.1790 0.6057 -0.9 -0.2 -0.9 0.02
H -6.6679 -3.5141 -4.7612 0.0 -0.1 -0.1 0.30
H 8.6219 3.9389 1.0822 0.0 0.0 0.0 0.29
H 3.7424 -0.6414 0.8079 0.0 0.1 -0.2 0.18
H 10.6407 -2.8279 1.2518 0.0 0.1 0.0 0.27
H -7.3732 1.0744 -0.9320 0.0 0.0 0.0 0.32
H 4.6791 -1.3823 -1.9794 0.2 -0.4 0.1 0.27
H -2.1232 -1.9593 0.7576 0.4 0.0 0.0 0.29
H -0.5002 -3.6063 1.5988 0.2 0.4 0.2 0.43
H -4.1710 1.7474 2.1756 0.1 0.0 -0.1 0.33
H 8.0123 5.1704 -1.0230 -0.1 0.0 0.0 0.31
H -4.1451 1.8818 4.6528 0.0 0.0 0.0 0.40
H -9.9021 0.8902 -1.6225 0.0 0.0 0.0 0.28
H -4.4826 3.4625 3.9648 0.0 0.0 0.0 0.38
H -7.8759 0.4359 -3.8840 -0.1 0.0 0.0 0.30
H -5.3214 4.4614 -2.5371 0.0 -0.1 0.0 0.30
H 8.8331 2.4546 0.1429 -0.1 0.0 0.0 0.32
H -6.9740 -6.5027 -4.1378 0.0 0.0 0.0 0.29
H -1.0895 5.2591 -2.3286 0.0 0.0 0.0 0.39
H 1.8155 -0.7006 -1.5023 -0.3 -0.2 0.3 0.53
H 5.7881 4.1659 -1.4310 -0.1 -0.1 0.0 0.29
H -8.2192 1.9811 -3.1230 -0.1 0.0 0.0 0.29
```
Forces are in eV/Å.

F_max	3.112	eV/A
energy	-7759.59327	hartree
E_LUMO	-2.6750	eV
net charge	+1